No. 1
13
Properties=species:S:1:pos:R:3:forces:R:3:lowdin_charge:R:1 method="wB97M-V/def2-TZVPD" lumo_energy_ev="-0.418 / -0.761" total_charge=0 homo_lumo_gap_ev="7.4 / 7.7" de_lowest_kj_mol=291.8
C -1.414340 -0.840561 -0.050392 -0.9 -0.1 -0.1 -0.272
C -0.055784 -0.877894 -0.317570 -0.6 0.3 0.4 0.028
C -2.228312 0.237586 0.275376 1.1 -0.4 -0.6 -0.589
C 1.925580 0.531114 -0.480170 0.0 0.0 0.2 -0.115
C 1.002382 -0.242241 0.465237 0.1 0.2 -0.2 -0.301
Br -4.084544 0.213676 -0.016702 0.2 -0.1 0.1 0.678
H -1.943080 -1.745628 -0.339092 -0.2 -0.1 0.0 0.086
H -1.822707 1.231553 0.395693 -0.1 0.0 0.2 0.043
H 2.789230 0.916280 0.054891 0.1 0.1 0.0 0.068
H 1.373735 1.362203 -0.915114 0.1 0.1 -0.1 0.071
H 2.255414 -0.116586 -1.285757 0.1 0.0 -0.1 0.070
H 0.642133 0.395938 1.286275 -0.1 -0.1 0.0 0.110
H 1.560288 -1.065437 0.927328 0.0 0.0 0.0 0.122

=====

No. 2
16
Properties=species:S:1:pos:R:3:forces:R:3:lowdin_charge:R:1 method="wB97M-V/def2-TZVPD" lumo_energy_ev=0.143 total_charge=0 homo_lumo_gap_ev=9.3 de_lowest_kj_mol=101.6
C 1.233201 -1.275205 1.405949 2.5 2.8 -1.6 0.074
C 0.945187 -0.584382 0.305117 1.0 -0.5 0.1 -0.505
C 1.884124 0.367571 -0.361309 -0.3 -0.9 0.1 -0.659
C -2.974972 0.550650 -0.869383 -0.5 -2.2 -1.6 -0.489
N 2.140295 1.499133 0.280015 -1.5 -0.4 2.9 0.196
O 2.363823 0.062869 -1.421445 0.4 -0.1 -1.3 0.069
O -1.220893 -2.102918 -0.088552 0.6 0.1 -0.4 -0.548
S -1.267858 0.829545 -0.385297 0.3 0.2 -0.8 0.622
S -0.360225 -1.141534 -0.817893 -1.2 1.0 1.3 0.792
H 0.547204 -1.962770 1.621681 -2.4 -3.1 1.5 0.011
H 2.207064 -1.191344 1.922438 -0.9 0.2 -0.1 0.105
H -3.402248 0.742782 -1.936236 1.3 0.0 1.8 0.079
H -3.594398 1.000233 -0.128247 -0.4 0.5 0.4 0.006
H -3.046912 -0.556715 -0.663808 -0.4 0.9 -0.3 0.020
H 1.818272 1.610163 1.254337 0.3 0.1 -1.2 0.136
H 2.728331 2.151919 -0.117372 1.4 1.4 -0.9 0.090

=====

No. 3
18
Properties=species:S:1:pos:R:3:forces:R:3:lowdin_charge:R:1 method="wB97M-V/def2-TZVPD" lumo_energy_ev=0.901 total_charge=0 homo_lumo_gap_ev=9.9 de_lowest_kj_mol=172.6
C 0.244382 0.926277 -1.847298 1.0 -1.1 -0.4 -0.116
N -0.159898 -0.356774 -1.245410 -0.2 0.6 0.0 -0.081
C -0.304961 -0.323381 0.213282 1.0 -0.7 0.2 -0.434
C -1.078390 0.879579 0.707504 -1.3 -1.2 1.3 -0.212
O -1.550400 0.672618 2.047295 0.6 0.4 0.7 -0.076
C 1.010043 -0.580422 0.952852 0.8 0.3 -0.4 -0.508
S 1.641943 -2.300177 0.906054 -0.2 0.0 0.0 0.705
H 1.294945 1.121553 -1.591912 -0.2 0.8 0.4 0.078
H 0.321113 0.795973 -2.928919 -0.5 0.0 0.0 0.077
H -0.455131 1.722942 -1.630366 0.1 0.1 0.1 0.072
H 0.599212 -0.999031 -1.434937 -0.2 -0.2 -0.2 0.070
H -0.853554 -1.212886 0.468147 -1.0 -0.3 0.1 0.117
H -0.525562 1.798221 0.878324 0.1 0.2 -1.0 0.132
H -1.974161 0.903556 0.082858 0.3 0.9 -0.4 0.128
H -2.186798 -0.028340 2.176645 -0.1 -0.3 -0.6 0.082
H 0.975685 -0.389349 2.017014 -0.4 0.2 0.2 0.064
H 1.792981 0.045864 0.535945 0.1 0.3 0.0 0.061
H 1.208546 -2.676229 -0.307083 0.0 0.1 0.0 -0.160

=====

No. 4
12
Properties=species:S:1:pos:R:3:forces:R:3:lowdin_charge:R:1 method="wB97M-V/def2-TZVPD" lumo_energy_ev=0.728 total_charge=0 homo_lumo_gap_ev=9.8 de_lowest_kj_mol=64.0
C -0.294210 -3.077139 3.297749 -0.6 -0.7 -1.7 -0.548
S 0.801430 -2.384629 4.472048 0.9 0.7 1.2 0.641
H -0.378330 -4.165859 3.453329 0.1 0.5 -0.1 0.034
H 0.215710 -2.897499 2.336339 -0.6 -0.5 0.1 0.034
H -1.309710 -2.650139 3.242548 0.5 -0.1 0.2 0.016
H 1.313890 -1.428329 3.668699 -0.1 -0.2 0.3 -0.135
C -1.663159 0.019530 3.879619 -0.6 0.3 -0.9 -0.492
S -2.741709 1.569809 4.022479 0.8 -0.8 0.2 0.584
H -1.884909 -0.316920 2.852859 0.3 -0.2 0.5 0.016
H -1.994019 -0.761330 4.584888 0.0 0.6 -0.2 0.023
H -0.572040 0.145420 3.980669 -0.7 0.4 0.1 0.001
H -2.762289 1.928309 2.721119 0.2 -0.3 0.3 -0.174

=====

No. 5
15
Properties=species:S:1:pos:R:3:forces:R:3:lowdin_charge:R:1 method="wB97M-V/def2-TZVPD" lumo_energy_ev=3.535 total_charge=-1 homo_lumo_gap_ev=8.5 de_lowest_kj_mol=5.4
C 0.434653 -1.578519 -1.319262 0.1 -1.6 0.0 -0.495
C -1.275836 1.445592 -1.215898 4.4 -1.8 0.7 -0.275
C 0.149257 -0.663728 0.982348 1.1 1.0 1.0 -0.041
C 0.318872 -0.370250 -0.532060 -0.1 1.0 1.3 -0.328
N 0.569343 -2.921352 -2.928990 0.1 -0.7 0.4 -0.153
N 0.618577 -1.647208 -2.626630 0.6 1.6 -0.6 -0.015
N 0.190686 -2.760149 -0.789829 0.9 -1.3 -0.8 -0.001
N 0.355187 -3.607934 -1.837306 -0.8 -0.3 0.5 -0.144
O -0.450064 2.319656 -1.034612 -1.7 0.0 -0.1 0.035
O -0.908403 0.120493 -1.052251 -3.3 2.7 -0.6 -0.043
H -2.267424 1.527867 -1.634844 -0.5 0.0 0.0 0.130
H -0.093711 -1.701893 1.000413 0.0 -0.8 0.6 0.022
H -0.669202 -0.123869 1.519407 0.6 0.0 -0.9 0.079
H 1.113461 -0.461698 1.597984 -1.5 -0.4 -1.2 0.099
H 1.165477 0.278402 -0.693519 0.0 0.7 -0.3 0.132

=====

No. 6
11
Properties=species:S:1:pos:R:3:forces:R:3:lowdin_charge:R:1 method="wB97M-V/def2-TZVPD" lumo_energy_ev=-0.723 total_charge=0 homo_lumo_gap_ev=9.7 de_lowest_kj_mol=295.8
C 0.062974 0.438019 1.676428 0.0 0.0 0.1 -0.052
C 0.246939 -0.401834 0.436347 0.2 -0.5 0.0 -0.382
C 0.868555 -1.548664 0.391236 -0.3 0.6 0.0 0.258
C -0.465586 0.059113 -0.822909 -0.2 0.1 -0.2 -0.537
O -1.452641 0.761351 -0.757416 0.4 -0.3 0.0 0.077
N 0.076494 -0.386063 -1.987033 0.0 0.1 0.0 0.167
H 0.541412 1.412737 1.542918 -0.1 -0.1 0.0 0.090
H 0.483566 -0.048652 2.558940 -0.1 0.1 -0.1 0.078
H -1.008754 0.597803 1.821561 0.1 0.0 0.0 0.089
H -0.348371 -0.083552 -2.850845 0.0 0.0 0.1 0.116
H 0.995410 -0.800258 -2.009226 -0.1 0.1 0.1 0.096